This record from the Open Molecules 2025 dataset describes the ion C3H7IN3 with charge +1 at a distorted geometry. The level of theory is ωB97M-V with the def2-TZVPD basis set.

Cartesian coordinates (Å):
C -3.331 -0.592 -0.175
N -1.942 -0.602 -0.031
C -0.896 -0.088 0.088
N 0.178 0.488 0.140
C 1.518 0.664 -0.391
N 2.476 0.155 0.588
I 4.861 0.307 0.117
H -3.700 -1.598 0.093
H -3.732 0.195 0.523
H -3.386 -0.537 -1.299
H 1.746 -0.022 -1.342
H 1.531 1.707 -0.623
H 2.224 -0.751 0.757
H 2.453 0.674 1.556

E_tot	-15785.2298	eV
SMILES	CN=C=NC[NH2+]I
charge	+1
E_HOMO (alpha / beta)	-12.87 / -12.87	eV

And the Löwdin charges, in e, turn out to be: -0.075, 0.055, -0.204, 0.083, -0.269, -0.172, 0.755, 0.091, 0.118, 0.116, 0.170, 0.116, 0.054, 0.162



This record from the Open Molecules 2025 dataset describes a structure of composition C24H27F5MnN6PS3Se. The level of theory is ωB97M-V with the def2-TZVPD basis set.

Cartesian coordinates (Å):
Mn 0.119 0.400 0.176
C 5.190 -1.342 -1.339
N 4.197 -0.485 -0.680
C 4.472 0.443 0.285
C 3.275 0.981 0.646
N 2.273 0.402 -0.089
C 2.857 -0.488 -0.878
P 2.020 -1.716 -1.926
C 1.056 -2.474 -0.573
N 0.484 -1.807 0.419
C -0.025 -2.744 1.277
C 0.268 -3.990 0.808
N 0.954 -3.809 -0.364
C 1.464 -4.882 -1.225
C 0.705 -0.634 -2.567
N -0.080 0.145 -1.832
C -1.017 0.676 -2.687
C -0.780 0.222 -3.945
N 0.307 -0.606 -3.855
C 0.895 -1.351 -4.976
H 6.180 -0.976 -1.089
H 5.098 -2.370 -0.995
H 5.064 -1.306 -2.417
H 5.474 0.646 0.627
H 3.094 1.756 1.370
H -0.546 -2.479 2.184
H 0.042 -4.966 1.205
H 0.993 -5.815 -0.932
H 1.219 -4.681 -2.264
H 2.542 -4.984 -1.120
H -1.804 1.331 -2.359
H -1.287 0.417 -4.875
H 0.566 -0.894 -5.903
H 1.978 -1.307 -4.928
H 0.570 -2.388 -4.958
C 1.171 3.464 1.302
C 0.967 2.699 2.620
S 0.303 0.992 2.503
C -1.433 1.192 2.972
C -2.213 2.136 2.085
S -2.031 1.705 0.322
C -2.139 3.349 -0.467
C -0.826 4.108 -0.616
S -0.108 4.707 0.944
H 1.209 2.790 0.453
H 2.124 3.992 1.330
H 0.294 3.228 3.292
H 1.913 2.591 3.149
H -1.457 1.529 4.008
H -1.830 0.178 2.934
H -1.873 3.161 2.197
H -3.275 2.079 2.323
H -2.859 3.909 0.129
H -2.595 3.178 -1.444
H -1.007 5.000 -1.218
H -0.078 3.509 -1.137
F -6.873 -0.896 5.047
C -6.046 -0.991 4.030
C -4.731 -1.385 4.245
F -4.317 -1.667 5.472
C -3.873 -1.476 3.174
F -2.614 -1.856 3.419
C -4.284 -1.189 1.868
Se -3.141 -1.374 0.401
C -5.618 -0.792 1.689
F -6.074 -0.494 0.483
C -6.489 -0.687 2.751
F -7.741 -0.301 2.564

multiplicity	5
E_tot	-186301.9165	eV
charge	+2
E_HOMO (alpha / beta)	-13.49 / -13.69	eV
expectation value of S²	6.038

And the Löwdin charges, in e, turn out to be: 0.419, 0.000, -0.105, -0.009, -0.093, -0.007, -0.444, 1.201, -0.446, -0.002, -0.133, -0.018, -0.107, -0.001, -0.434, -0.034, -0.094, -0.009, -0.101, 0.004, 0.101, 0.097, 0.090, 0.140, 0.090, 0.096, 0.138, 0.102, 0.085, 0.098, 0.082, 0.141, 0.102, 0.086, 0.101, -0.527, -0.445, 0.914, -0.475, -0.452, 0.828, -0.459, -0.504, 0.927, 0.024, 0.082, 0.083, 0.078, 0.107, 0.042, 0.045, 0.097, 0.094, 0.078, 0.086, 0.072, 0.184, -0.113, -0.136, 0.155, -0.261, 0.067, -0.512, 0.904, -0.253, 0.109, -0.134, 0.162



This record from the Open Molecules 2025 dataset describes a cluster of 2 separate species, C4H8O2 in total at a distorted geometry. The level of theory is ωB97M-V with the def2-TZVPD basis set.

Cartesian coordinates (Å):
C -1.858 0.079 0.649
C -0.600 0.072 -0.151
C 0.092 -1.190 -0.385
O -0.078 1.145 -0.456
H -2.101 -0.886 1.095
H -1.810 0.862 1.406
H -2.624 0.344 -0.083
H 0.588 -0.857 0.590
H -0.357 -2.151 -0.162
H 0.749 -1.223 -1.263
C 1.994 0.934 -0.332
O 2.228 -0.124 0.225
H 1.968 1.870 0.236
H 1.995 1.040 -1.429

E_tot	-8370.5392	eV
SMILES	CC(C)=O.C=O
charge	0
E_HOMO	-9.47	eV

And the Löwdin charges, in e, turn out to be: -0.005, -0.507, -0.003, -0.002, 0.084, 0.093, 0.097, 0.134, 0.092, 0.106, -0.202, -0.089, 0.100, 0.102



Result set for ΔE to the lowest compared entry with this formula, charge and spin: 70.6; 1.2; 63.2 kcal per mole, one per record in the order listed.